Entry 1:
Entry from the Open Molecules 2025 dataset: the molecule C4H9NO (wB97M-V/def2-TZVPD).

The geometry in XYZ format:
```
15
Properties=species:S:1:pos:R:3:forces:R:3
C 1.859 0.403 1.030 -1.1593 0.0033 -0.5417
C 0.886 0.320 -0.136 0.5243 -1.1869 0.4613
O 1.185 0.685 -1.235 -0.1433 0.2079 -0.5426
N -0.378 -0.350 0.170 0.2690 0.5217 -0.5501
C -0.740 -1.328 -0.899 0.2398 0.9002 0.7189
C -1.393 0.712 0.130 -0.6757 -0.0948 0.9606
H 2.006 -0.607 1.410 0.1010 0.0333 0.0350
H 2.772 0.856 0.666 0.1339 0.1299 0.2678
H 1.344 0.973 1.805 0.3452 0.0950 0.2215
H -0.825 -0.761 -1.829 0.1453 -0.4838 -0.3439
H -1.707 -1.762 -0.655 -0.0134 -0.0014 0.0920
H 0.009 -2.111 -0.917 0.0623 -0.0549 -0.2918
H -2.238 0.359 0.735 -0.1535 0.0925 -0.5071
H -1.093 1.641 0.617 0.4414 -0.0948 0.0434
H -1.685 0.971 -0.891 -0.1169 -0.0670 -0.0234
```
Forces are in eV/Å.

* HOMO-LUMO gap: 10.33 eV
* SMILES string: CC(=O)N(C)C
* E_HOMO: -9.320 eV

Atomic partial charges in e from the natural (NBO) method, atoms 1 to 5: number 1, C, carries -0.71; number 2, C, carries 0.73; number 3, O, carries -0.55; number 4, N, carries -0.51; number 5, C, carries -0.42

---

Entry 2:
Entry from the Open Molecules 2025 dataset: the ion C3H9BrN3 with charge +1 (wB97M-V/def2-TZVPD).

The geometry in XYZ format:
```
16
Properties=species:S:1:pos:R:3:forces:R:3
C -0.751 -1.930 -0.065 -1.2507 -0.1291 1.1168
C -1.011 -0.500 -0.563 0.4853 0.1809 -2.8188
Br -2.742 0.142 0.028 -0.0877 0.0415 -0.1777
N 0.001 0.432 -0.114 0.5463 0.1509 1.4049
N 0.091 0.357 1.296 0.4255 3.1620 1.4599
C 0.970 1.052 -0.772 0.0672 -0.7091 0.6331
N 1.977 1.639 -0.126 -0.8950 0.4125 0.4031
H -0.563 -2.020 1.037 0.6853 0.4646 -1.0931
H -0.056 -2.457 -0.693 0.6068 -0.0942 0.0291
H -1.677 -2.508 -0.045 -0.1797 0.2030 -0.8190
H -0.923 -0.341 -1.697 -0.7423 -0.9444 1.4537
H -0.755 -0.098 1.635 0.1665 -0.1473 -0.1734
H -0.056 1.355 1.708 0.3257 -1.8955 -0.9756
H 1.005 1.029 -1.854 -0.3508 -0.0910 0.0136
H 2.675 2.185 -0.707 -1.1564 -0.8735 1.6360
H 1.814 1.664 0.931 1.3541 0.2689 -2.0926
```
Forces are in eV/Å.

* HOMO-LUMO gap: 10.68 eV
* SMILES string: C[C@@H](Br)/[N+](N)=C/N
* charge: +1
* E_HOMO: -14.348 eV

Atomic partial charges in e from the natural (NBO) method, atoms 1 to 5: number 1, C, carries -0.67; number 2, C, carries -0.10; number 3, Br, carries 0.08; number 4, N, carries -0.22; number 5, N, carries -0.65

---

Entry 3:
Entry from the Open Molecules 2025 dataset: a structure of composition C29H27F2N5O10PRuS3 (wB97M-V/def2-TZVPD).

The geometry in XYZ format:
```
78
Properties=species:S:1:pos:R:3:forces:R:3
Ru -0.064 0.628 -0.174 0.1986 -0.0678 0.7097
F -3.127 5.248 0.306 -0.0156 0.0763 -0.0524
C -3.130 3.911 0.186 0.0881 -0.3098 -0.0316
C -1.933 3.235 0.053 -0.0013 0.2295 -0.0073
C -1.939 1.851 -0.014 0.0037 -0.1442 -0.2337
C -3.155 1.152 0.030 0.0387 0.1709 0.0343
C -4.337 1.889 0.096 0.1666 0.0204 0.0237
F -5.535 1.263 0.026 -0.0392 -0.0110 0.0801
C -4.351 3.262 0.188 -0.1551 0.0917 0.0394
C -3.131 -0.316 -0.053 -0.0140 -0.0922 -0.1565
C -4.129 -1.142 0.463 -0.0523 -0.1006 0.0222
C -4.035 -2.510 0.290 0.0270 0.1182 -0.0590
C -2.969 -3.024 -0.433 0.0185 -0.0209 -0.0605
C -2.012 -2.145 -0.901 -0.1868 -0.1311 -0.0633
N -2.065 -0.829 -0.690 0.0214 -0.0415 0.1392
H -1.005 3.789 0.014 -0.0050 -0.0008 0.0612
H -5.282 3.806 0.255 -0.0002 -0.0091 -0.0194
H -4.964 -0.713 0.993 0.0282 0.0183 0.0154
H -4.799 -3.162 0.691 0.0128 -0.0087 0.0245
H -2.878 -4.082 -0.636 0.0079 0.0003 0.0033
H -1.182 -2.497 -1.499 0.0044 0.0028 0.0815
O 5.198 3.891 -0.498 0.2973 0.0970 -0.0243
C 5.484 2.630 -0.729 0.0812 -0.0632 -0.0498
O 6.612 2.229 -0.899 -0.0247 -0.0168 -0.0005
C 4.338 1.679 -0.782 -0.1650 0.0106 0.0181
C 4.456 0.343 -1.101 0.0788 0.1000 -0.0153
N 3.227 -0.188 -1.045 0.0787 0.0029 0.0452
N 2.313 0.722 -0.702 -0.3730 0.0087 0.1579
C 2.959 1.862 -0.542 0.1883 0.0285 -0.1250
C 2.133 3.079 -0.241 0.0385 -0.0734 0.0035
O 2.681 4.190 -0.268 -0.1607 -0.0622 0.0638
O 0.917 2.844 -0.008 -0.1610 -0.2056 -0.2143
H 4.206 4.060 -0.413 -0.1051 -0.0154 0.0224
H 5.334 -0.224 -1.360 -0.0191 -0.0300 0.0090
H 2.906 -1.116 -1.273 0.0080 -0.0257 -0.0255
O 1.908 -1.797 2.934 -0.2730 0.0525 -0.0760
S 0.708 -2.230 2.251 0.3696 0.2640 0.8141
O -0.501 -2.228 3.026 -0.1271 -0.0679 -0.1821
N 0.518 -1.413 0.846 0.0682 -0.1671 -0.3161
C 0.882 -2.170 -0.196 -0.0013 0.0855 -0.0559
O 0.917 -1.736 -1.359 0.0362 0.0179 0.0344
C 1.204 -3.575 0.157 0.0485 -0.4277 -0.0027
C 1.573 -4.602 -0.695 -0.0631 0.1115 0.0259
C 1.805 -5.854 -0.142 0.0188 -0.1074 -0.0935
C 1.675 -6.072 1.226 -0.0317 0.1196 0.0414
C 1.309 -5.037 2.079 -0.0428 -0.0092 0.1989
C 1.073 -3.806 1.512 -0.0578 0.4414 -0.2858
H 1.665 -4.420 -1.758 0.0144 -0.0234 -0.0097
H 2.087 -6.678 -0.784 0.0170 0.0051 0.0009
H 1.865 -7.057 1.631 -0.0078 -0.0105 0.0028
H 1.207 -5.184 3.146 0.0251 -0.0565 -0.0089
S 0.299 1.677 2.263 0.1349 -0.0475 0.6291
C -0.221 1.121 3.764 -0.0432 0.3887 -0.2038
N 0.527 0.512 4.675 0.0971 -0.4771 -0.1622
C -0.176 0.032 5.854 0.0040 -0.1115 0.1720
C -1.290 1.038 6.082 -0.0913 0.1370 -0.2404
S -1.799 1.516 4.392 0.0653 -0.1114 0.0408
H 1.352 0.016 4.348 -0.0141 0.1349 -0.0566
H 0.508 -0.011 6.701 -0.0286 -0.0203 -0.0040
H -0.578 -0.966 5.658 0.0075 -0.0091 -0.0037
H -0.925 1.936 6.578 -0.0125 -0.0383 0.0769
H -2.139 0.631 6.622 0.0408 -0.0493 0.0240
C 1.744 -0.327 -4.127 -0.0987 -0.0711 -0.0847
O 1.389 0.950 -3.593 0.0380 -0.0206 0.2296
P 0.050 1.159 -2.727 -0.1906 0.6894 -1.2772
O -1.003 0.812 -3.919 0.2434 -0.2552 0.3260
C -2.390 0.580 -3.670 -0.1811 0.0411 0.0704
O 0.030 2.738 -2.630 -0.0447 -0.0225 -0.0032
C 0.154 3.623 -3.751 0.0029 0.0525 -0.0867
H 1.220 -0.496 -5.068 0.0070 0.0496 0.0013
H 1.494 -1.128 -3.432 0.0597 0.0071 -0.0083
H 2.817 -0.302 -4.305 -0.0069 -0.0243 0.0050
H -2.618 -0.467 -3.873 0.0132 0.0218 0.0366
H -2.964 1.209 -4.349 0.0355 0.0010 0.0091
H -2.668 0.818 -2.643 0.0373 0.0167 -0.0303
H 0.906 4.368 -3.498 0.0103 -0.0306 0.0095
H -0.805 4.115 -3.909 -0.0033 -0.0251 0.0163
H 0.448 3.087 -4.651 0.0166 0.0004 0.0110
```
Forces are in eV/Å.

* HOMO-LUMO gap (alpha / beta): 7.02 / 6.69 eV
* spin multiplicity: 6
* expectation value of S²: 8.766
* E_HOMO (alpha / beta): -7.403 / -8.381 eV

Atomic partial charges in e from the Mulliken method, atoms 1 to 5: number 1, Ru, carries 1.36; number 2, F, carries -0.36; number 3, C, carries 0.34; number 4, C, carries -0.18; number 5, C, carries -0.49

---

Entry 4:
Entry from the Open Molecules 2025 dataset: a cluster of 7 separate species, C44H83N5O21P in total (wB97M-V/def2-TZVPD).

The geometry in XYZ format:
```
154
Properties=species:S:1:pos:R:3:forces:R:3
C 3.208 -3.405 0.626 -0.0766 0.2273 -0.7119
C 4.630 -3.753 0.172 0.0697 -0.9896 0.5503
C 4.528 -4.512 -1.155 0.3076 -0.0092 0.1397
C 5.165 -4.780 1.206 -0.4471 0.8756 0.1463
C 5.632 -2.588 0.189 -0.6163 0.1394 -0.3091
C 5.512 -1.449 -0.836 0.6496 1.0109 -0.5017
C 6.575 -0.383 -0.437 -0.2847 -0.4186 -0.4174
C 5.890 -1.862 -2.271 -0.7988 -0.4055 0.4299
C 4.181 -0.704 -0.824 -0.4476 -0.0812 0.5470
C 3.678 -0.243 0.407 0.0497 -0.0521 -0.3513
C 2.488 0.456 0.512 0.1051 0.0389 0.0211
C 1.756 0.745 -0.634 0.5881 -0.3112 0.0298
O 0.568 1.451 -0.549 -0.2092 0.0936 -0.1930
C -0.499 0.643 -0.091 0.0937 -0.3904 0.2088
C -0.997 -0.368 -1.102 -0.3191 -0.2856 -0.0032
O -1.947 0.179 -2.027 0.2803 -0.1733 0.1936
C -3.278 -0.127 -1.766 -0.5174 0.1512 -0.5038
C -3.806 -1.278 -2.660 -0.1068 0.4111 0.8596
N -3.906 -2.535 -1.900 0.8775 0.2091 -1.0463
C -2.951 -3.449 -1.810 -0.4940 -0.4062 0.2906
N -3.325 -4.489 -1.087 0.3738 -0.2749 0.1373
C -4.567 -4.214 -0.673 0.0978 0.0025 -0.0552
N -5.315 -4.996 0.103 0.4629 0.6478 0.3452
P -4.894 -6.640 0.769 -0.0444 -1.6669 -0.1745
N -5.149 -6.373 2.437 0.8383 0.9560 -0.5084
O -3.281 -6.843 0.727 -0.3163 0.9309 0.1129
N -4.946 -3.015 -1.180 -0.6018 -0.2016 0.4543
C 2.250 0.323 -1.856 -0.4171 0.2065 -0.2622
C 3.435 -0.401 -1.962 0.0798 0.1186 0.4076
H 2.638 -4.330 0.722 0.0025 -0.0690 0.2309
H 2.697 -2.836 -0.153 -0.0303 0.2122 0.1007
H 3.166 -2.836 1.553 0.0503 -0.0536 0.1114
H 3.939 -3.987 -1.905 0.0027 0.0171 -0.0793
H 4.078 -5.487 -0.964 -0.2413 0.0131 -0.0483
H 5.522 -4.729 -1.548 0.0384 0.1344 -0.1676
H 5.352 -4.237 2.134 0.2700 -0.1388 0.1115
H 6.074 -5.265 0.863 0.0475 -0.1343 0.0533
H 4.373 -5.490 1.439 0.1844 -0.3621 -0.1549
H 5.599 -2.136 1.183 -0.0445 -0.0608 0.1110
H 6.637 -3.006 0.100 0.0708 -0.0128 -0.1200
H 6.514 0.445 -1.142 0.0217 0.1652 0.0685
H 6.405 -0.013 0.571 0.1960 0.0232 0.1093
H 7.561 -0.832 -0.551 0.1419 0.0822 0.2841
H 5.034 -2.344 -2.740 0.1276 -0.2144 -0.1783
H 6.132 -0.996 -2.881 0.2785 0.0215 0.0007
H 6.700 -2.586 -2.239 0.2265 0.1429 -0.1714
H 4.240 -0.456 1.304 -0.0264 0.0669 0.1129
H 2.142 0.801 1.478 0.0119 -0.0218 0.0566
H -0.181 0.077 0.791 0.0923 0.0379 0.0902
H -1.331 1.274 0.221 0.0821 0.2688 -0.1033
H -1.458 -1.188 -0.539 -0.1195 -0.0062 0.0160
H -0.192 -0.819 -1.678 0.2032 0.1987 -0.0224
H -3.479 -0.383 -0.721 0.1582 0.0633 0.1188
H -3.880 0.753 -1.995 0.0817 0.1353 -0.0066
H -4.766 -0.994 -3.082 -0.1953 -0.3625 -0.0137
H -3.115 -1.484 -3.470 0.0569 0.0956 -0.1096
H -1.986 -3.339 -2.272 0.0422 0.0927 -0.1531
H -6.233 -4.646 0.341 -0.0927 -0.0953 -0.0286
H -5.349 -5.390 2.614 -0.2632 -0.1007 0.1636
H -4.250 -6.511 2.905 -0.1478 -0.3433 0.1690
H -3.061 -7.160 -0.159 0.3133 -0.1297 0.0629
H -5.832 -2.548 -1.072 0.0851 0.2634 -0.1913
H 1.683 0.588 -2.741 0.0345 -0.0617 -0.0774
H 3.770 -0.708 -2.941 0.0087 0.0143 -0.0682
C 3.247 1.467 7.798 -0.0063 0.2346 -0.1412
C 2.199 0.578 7.167 0.2935 -0.1985 0.3085
O 1.202 1.348 6.475 -0.0830 -0.0771 -0.0422
C 1.547 1.768 5.260 0.0063 0.0454 0.0784
O 2.588 1.545 4.697 -0.0172 -0.0563 -0.0533
O 0.536 2.483 4.766 -0.0444 -0.0344 -0.0432
C 0.798 3.052 3.482 -0.1175 0.1878 -0.2430
H 2.777 2.217 8.435 -0.0175 -0.0821 0.0821
H 3.937 0.875 8.399 -0.0245 -0.0233 0.0083
H 3.820 1.996 7.036 0.0297 -0.0797 -0.0287
H 1.661 0.026 7.936 -0.1800 0.0966 -0.0589
H 2.647 -0.151 6.492 -0.0173 0.1115 -0.1311
H 1.136 2.294 2.780 0.0971 -0.0045 0.0464
H 1.539 3.846 3.562 0.0790 -0.0723 -0.0241
H -0.134 3.479 3.122 -0.0619 0.0049 0.1875
C -9.971 -9.830 -4.238 0.2056 0.2183 0.0317
C -10.205 -10.325 -2.828 -0.3234 -0.1776 -0.3404
O -9.111 -9.977 -1.960 0.0103 -0.0377 0.1077
C -9.118 -8.735 -1.501 -0.0100 -0.0890 -0.1013
O -9.942 -7.887 -1.724 0.0265 0.0603 0.0221
O -8.029 -8.569 -0.735 0.0413 -0.0159 0.0237
C -7.887 -7.257 -0.214 0.0337 0.1242 0.4706
H -9.009 -10.183 -4.611 -0.0513 -0.1126 -0.0196
H -10.759 -10.187 -4.901 -0.0066 -0.0301 0.0193
H -9.958 -8.741 -4.273 -0.0952 -0.0024 0.0234
H -10.255 -11.412 -2.815 0.1761 -0.0054 0.1351
H -11.142 -9.948 -2.421 0.0871 0.1400 0.0744
H -8.792 -6.937 0.302 -0.0384 0.0036 -0.1183
H -7.645 -6.558 -1.018 -0.0860 0.0298 -0.0086
H -7.042 -7.296 0.493 -0.7716 -0.2208 -0.4284
C 1.158 4.355 -3.168 -0.0247 0.2828 -0.0227
C 2.546 3.990 -2.689 -0.3240 -0.3894 0.0655
O 3.494 5.028 -2.961 0.1945 -0.0208 -0.0798
C 3.498 6.051 -2.106 -0.0910 0.0235 -0.0737
O 2.791 6.171 -1.140 -0.0017 -0.0142 0.0321
O 4.418 6.924 -2.515 0.0530 -0.0258 0.0210
C 4.500 8.111 -1.720 0.1091 0.1979 0.0584
H 1.180 4.641 -4.221 0.0100 -0.1056 -0.0273
H 0.479 3.511 -3.041 0.0367 -0.0288 0.0204
H 0.764 5.203 -2.607 0.0038 -0.0491 0.0739
H 2.907 3.116 -3.231 0.1715 0.0976 -0.0408
H 2.550 3.743 -1.627 0.0212 0.1311 0.0324
H 4.625 7.868 -0.667 -0.0961 -0.0395 0.0032
H 3.610 8.721 -1.863 -0.0454 -0.0495 0.0792
H 5.370 8.659 -2.069 0.0100 -0.0968 -0.1116
C -1.795 9.384 3.388 0.0946 -0.1050 -0.2482
C -2.790 8.367 3.904 0.1367 0.3554 0.3061
O -3.325 7.566 2.836 -0.0856 -0.0886 0.0398
C -2.550 6.569 2.426 -0.0428 0.1669 -0.0006
O -1.472 6.271 2.875 -0.0027 -0.0928 0.0294
O -3.176 5.938 1.430 -0.0242 -0.0085 -0.0188
C -2.422 4.863 0.873 0.0764 -0.3048 -0.1184
H -2.241 9.983 2.594 -0.0612 0.0611 0.0828
H -1.475 10.045 4.193 -0.0320 -0.0032 0.0184
H -0.915 8.893 2.974 0.0182 -0.0305 0.0835
H -3.645 8.871 4.350 -0.1305 -0.0931 -0.1497
H -2.349 7.729 4.669 0.0483 -0.1156 -0.1238
H -2.102 4.180 1.658 0.0845 0.0198 -0.0184
H -1.560 5.240 0.323 0.0592 0.0086 0.1059
H -3.077 4.330 0.188 -0.1421 0.1520 0.0235
C 7.212 4.102 -4.046 0.2520 -0.1408 0.0857
C 6.469 3.493 -5.215 -0.2950 0.3305 0.3045
O 7.371 2.928 -6.179 -0.0564 -0.0817 -0.0576
C 7.837 1.718 -5.878 0.0429 0.0886 -0.0025
O 7.554 1.068 -4.902 -0.0293 -0.0481 -0.0020
O 8.675 1.345 -6.843 -0.0164 -0.0335 -0.0200
C 9.300 0.078 -6.626 0.1302 -0.1602 -0.0750
H 7.953 4.822 -4.396 -0.0973 0.0795 -0.0396
H 6.516 4.607 -3.376 -0.0405 0.0229 -0.0569
H 7.744 3.339 -3.479 -0.0780 -0.0480 0.0072
H 5.913 4.265 -5.743 0.1167 -0.0460 -0.1908
H 5.753 2.740 -4.886 0.1199 -0.1124 0.0011
H 8.559 -0.694 -6.427 -0.0206 0.0417 0.0906
H 10.007 0.143 -5.801 -0.0749 -0.0317 0.0657
H 9.835 -0.166 -7.539 -0.0282 0.1354 -0.0469
C -7.286 0.478 3.006 0.0078 0.2029 -0.0268
C -5.899 0.037 3.424 -0.2955 -0.2420 0.0075
O -4.924 1.056 3.173 0.0975 -0.0963 -0.0374
C -4.880 2.026 4.098 0.0264 0.1259 -0.0103
O -5.562 2.082 5.085 -0.0263 -0.0463 0.0081
O -3.958 2.909 3.729 0.0626 -0.0281 -0.0367
C -3.840 4.039 4.606 0.1131 0.3083 0.0950
H -7.284 0.812 1.967 0.0013 -0.0820 -0.0279
H -7.997 -0.342 3.113 0.0099 -0.0125 0.0124
H -7.629 1.312 3.616 0.0029 -0.0534 0.0678
H -5.583 -0.824 2.833 0.1611 0.0913 -0.0617
H -5.875 -0.258 4.472 0.0252 0.1367 0.0367
H -3.694 3.724 5.636 -0.0991 -0.0842 -0.0119
H -4.724 4.669 4.525 -0.0563 -0.0752 0.0632
H -2.969 4.604 4.283 0.0420 -0.1489 -0.1336
```
Forces are in eV/Å.

* HOMO-LUMO gap: 7.39 eV
* charge: +1
* E_HOMO: -10.432 eV

Atomic partial charges in e from the Mulliken method, atoms 1 to 5: number 1, C, carries -1.85; number 2, C, carries 2.75; number 3, C, carries -1.88; number 4, C, carries -1.98; number 5, C, carries -2.34

---

Entry 5:
Entry from the Open Molecules 2025 dataset: the molecule C3H5FN2S2 (wB97M-V/def2-TZVPD).

The geometry in XYZ format:
```
13
Properties=species:S:1:pos:R:3:forces:R:3
N 1.639 1.361 0.198 0.6517 0.5106 -0.0382
N 0.345 1.172 0.020 -0.8527 -0.9442 -0.4417
C -0.131 -0.029 -0.023 0.5759 -0.8442 0.9370
C 0.761 -1.272 0.190 -0.6976 0.1596 -0.2609
F 1.877 -1.179 -0.660 -0.0743 -0.1958 -0.0019
C -1.606 -0.179 -0.099 -0.1274 0.8786 0.0080
S -2.467 -1.574 -0.015 0.6410 0.5571 -0.0781
S -2.374 1.443 -0.242 0.2717 -0.8104 0.0178
H 1.906 2.273 -0.120 0.0919 0.3910 0.1915
H 2.305 0.653 -0.080 -0.2184 -0.3336 0.0408
H 1.155 -1.417 1.214 -0.2992 0.4703 -0.3530
H 0.187 -2.165 -0.078 0.2166 0.1730 -0.0247
H -3.596 0.912 -0.303 -0.1792 -0.0121 0.0033
```
Forces are in eV/Å.

* HOMO-LUMO gap: 8.02 eV
* SMILES string: N/N=C(\CF)C(=S)S
* E_HOMO: -8.822 eV

Atomic partial charges in e from the natural (NBO) method, atoms 1 to 5: number 1, N, carries -0.58; number 2, N, carries -0.14; number 3, C, carries 0.00; number 4, C, carries -0.01; number 5, F, carries -0.38

---

Number 1: total energy -7830.936 eV, largest force on an atom 1.4 eV Å⁻¹. Number 2: total energy -77761.917 eV, largest force on an atom 3.5 eV Å⁻¹. Number 3: total energy -108248.382 eV, largest force on an atom 1.5 eV Å⁻¹. Number 4: total energy -106706.206 eV, largest force on an atom 1.7 eV Å⁻¹. Number 5: total energy -30558.681 eV, largest force on an atom 1.4 eV Å⁻¹.